1.
{"formula": "C6H10ClN3OS", "method": "ωB97M-V/def2-TZVPD", "homo_ha": [-0.310, -0.325], "max_force_ha_per_bohr": 0.090, "charge": 0, "energy_ha": -1332.2622, "gap_ev": [7.478, 7.978], "relative_energy_kcal_mol": 126.7, "symbols": ["Cl", "S", "O", "N", "N", "N", "C", "C", "C", "C", "C", "C", "H", "H", "H", "H", "H", "H", "H", "H", "H", "H"], "positions_angstrom": [[-3.314, -2.828, 0.044], [-3.290, 2.007, 0.221], [-4.281, 2.177, -0.869], [0.181, -1.373, -0.681], [-1.829, 2.721, -0.362], [-0.476, -0.233, -0.443], [-1.687, -0.573, -0.163], [-3.677, 2.886, 1.615], [1.532, -1.403, -1.111], [-0.606, -2.431, -0.523], [2.615, -1.457, -0.025], [-1.863, -1.956, -0.194], [-2.122, 2.938, -1.297], [2.655, -0.507, 0.418], [-4.657, 3.202, 1.850], [-0.375, -3.482, -0.524], [-3.155, 2.731, 2.458], [2.258, -2.102, 0.634], [1.755, -0.637, -1.741], [-1.077, 2.074, -0.189], [1.807, -2.230, -1.762], [3.572, -1.692, -0.382]]}

=====

2.
{"formula": "C37H50ClN5ORuS5Sb2", "method": "ωB97M-V/def2-TZVPD", "homo_ha": [-0.357, -0.357], "max_force_ha_per_bohr": 0.028, "charge": 1, "energy_ha": -4815.2487, "s2": 0.767, "gap_ev": [7.032, 5.730], "relative_energy_kcal_mol": 27.6, "spin_multiplicity": 2, "symbols": ["Sb", "Sb", "Ru", "Cl", "S", "S", "S", "S", "S", "O", "N", "N", "N", "N", "N", "C", "C", "C", "C", "C", "C", "C", "C", "C", "C", "C", "C", "C", "C", "C", "C", "C", "C", "C", "C", "C", "C", "C", "C", "C", "C", "C", "C", "C", "C", "C", "C", "C", "C", "C", "C", "C", "H", "H", "H", "H", "H", "H", "H", "H", "H", "H", "H", "H", "H", "H", "H", "H", "H", "H", "H", "H", "H", "H", "H", "H", "H", "H", "H", "H", "H", "H", "H", "H", "H", "H", "H", "H", "H", "H", "H", "H", "H", "H", "H", "H", "H", "H", "H", "H", "H", "H"], "positions_angstrom": [[-1.996, 3.693, 0.055], [-0.749, 2.089, 3.192], [-1.616, 1.181, 0.594], [5.870, -1.840, -2.670], [-1.506, 0.386, -4.011], [-3.980, 1.111, 0.500], [-2.967, 1.006, 3.178], [3.408, 0.864, -0.150], [-5.179, 2.932, 2.564], [-1.471, -5.600, -0.635], [-1.404, 0.865, -1.515], [-2.081, -3.087, 0.936], [0.769, 1.187, 0.226], [-1.447, -0.950, 0.787], [-0.779, -3.006, 0.613], [2.339, 0.712, -1.441], [-0.380, 4.520, -1.058], [-0.390, 6.807, 1.442], [0.743, -3.071, -2.406], [4.890, -3.078, -1.947], [-2.455, -1.837, 1.030], [2.252, 2.814, 1.323], [-0.528, -4.917, -3.452], [0.060, -4.164, 0.371], [-1.068, 5.761, 2.064], [1.391, 6.673, 3.034], [-1.188, 4.072, 3.957], [-2.352, 5.266, 1.483], [-3.562, 4.140, -1.305], [-0.410, -4.051, -2.184], [2.226, -5.987, -0.269], [-0.101, 0.769, -1.975], [-0.625, 1.212, 5.160], [0.862, -6.090, -0.989], [0.714, 5.650, 3.678], [-0.227, -4.958, -0.907], [-3.744, 0.605, -2.480], [2.064, 0.411, 2.223], [4.605, -4.235, -2.656], [1.010, 0.914, -1.038], [-0.516, 5.180, 3.215], [0.029, 0.518, -3.304], [-4.150, 1.776, 2.077], [3.216, -4.998, -0.825], [3.773, -5.186, -2.088], [2.009, 1.340, 0.992], [4.409, -2.898, -0.662], [0.829, 7.263, 1.912], [-0.409, -1.730, 0.527], [-1.710, -3.229, -2.065], [-2.256, 0.657, -2.499], [3.582, -3.863, -0.109], [-4.113, 0.515, -3.501], [-0.767, 4.010, 4.963], [1.697, -3.571, -2.535], [-2.057, -2.955, -3.062], [-3.452, -1.532, 1.296], [0.301, 1.524, 5.642], [0.366, -6.951, -0.539], [2.283, 3.405, 0.408], [-1.706, -6.159, -1.383], [-3.044, 4.884, 2.232], [-1.553, -2.298, -1.516], [1.138, 5.214, 4.576], [-2.502, -3.786, -1.569], [1.042, -6.359, -2.026], [3.538, -6.083, -2.650], [1.131, -0.141, 2.326], [-0.855, -4.291, -4.283], [4.683, -2.014, -0.104], [-0.839, 7.278, 0.574], [-1.485, 1.569, 5.725], [1.330, 8.082, 1.414], [-0.047, -4.837, 1.222], [-0.243, 3.913, -1.955], [2.082, -5.798, 0.796], [1.465, 3.209, 1.966], [-2.863, 6.048, 0.921], [1.077, -3.782, 0.344], [-3.578, 5.218, -1.459], [0.591, -1.412, 0.285], [-0.587, 5.547, -1.350], [0.545, -2.502, -3.319], [0.421, -5.361, -3.746], [-4.088, -0.264, -1.916], [-0.649, 0.125, 5.102], [2.339, 7.022, 3.420], [-1.264, -5.719, -3.358], [3.215, -3.726, 0.902], [5.021, -4.379, -3.644], [0.936, 0.413, -3.873], [0.531, 4.497, -0.466], [2.223, 0.983, 3.137], [3.207, 2.927, 1.837], [-4.514, 3.807, -0.898], [-3.374, 3.651, -2.261], [-2.267, 4.187, 4.068], [2.669, -6.984, -0.328], [0.841, -2.348, -1.594], [2.676, 0.447, -2.429], [2.873, -0.312, 2.138], [-4.177, 1.491, -2.024]]}

=====

3.
{"formula": "C2H3F2N", "method": "ωB97M-V/def2-TZVPD", "homo_ha": -0.300, "max_force_ha_per_bohr": 0.053, "charge": 0, "energy_ha": -332.3282, "gap_ev": 8.939, "relative_energy_kcal_mol": 81.4, "symbols": ["F", "F", "N", "C", "C", "H", "H", "H"], "positions_angstrom": [[-1.897, -0.759, -1.605], [2.196, -0.369, 1.139], [-0.078, -0.183, -0.307], [-1.275, -0.157, -0.629], [1.440, 0.673, 0.681], [0.873, 1.013, 1.505], [0.515, -0.841, -0.715], [-1.774, 0.623, -0.069]]}

=====

4.
{"formula": "C4H5NO2", "method": "ωB97M-V/def2-TZVPD", "homo_ha": -0.371, "max_force_ha_per_bohr": 0.021, "charge": 0, "energy_ha": -360.6093, "smiles": "O=C[C@H]1CN=CO1", "gap_ev": 10.712, "relative_energy_kcal_mol": 37.7, "symbols": ["O", "O", "N", "C", "C", "C", "C", "H", "H", "H", "H", "H"], "positions_angstrom": [[2.682, -0.395, -0.758], [-0.086, -1.249, 0.203], [-1.651, 0.237, 0.838], [-0.640, 1.022, 0.107], [1.515, -0.156, -0.921], [-1.309, -0.974, 0.709], [0.572, 0.110, 0.217], [-0.971, 1.118, -0.940], [0.993, -0.283, -1.889], [-0.556, 2.033, 0.521], [-1.961, -1.812, 0.950], [1.104, 0.291, 1.164]]}

=====

5.
{"formula": "C8H24F2O4Pb", "method": "ωB97M-V/def2-TZVPD", "homo_ha": -0.331, "max_force_ha_per_bohr": 0.051, "charge": 0, "energy_ha": -1012.3171, "gap_ev": 4.302, "relative_energy_kcal_mol": 224.4, "symbols": ["Pb", "F", "F", "O", "O", "O", "O", "C", "C", "C", "C", "C", "C", "C", "C", "H", "H", "H", "H", "H", "H", "H", "H", "H", "H", "H", "H", "H", "H", "H", "H", "H", "H", "H", "H", "H", "H", "H", "H"], "positions_angstrom": [[4.954, 1.578, 2.608], [2.667, -0.014, -0.444], [3.300, 4.580, 0.484], [0.473, -0.852, -4.957], [1.323, 1.737, 5.434], [0.507, -3.892, 0.854], [-1.330, 4.202, -1.190], [-0.086, 1.888, 5.272], [1.506, -4.758, 1.373], [-2.990, 5.669, -0.490], [2.343, -5.385, 0.295], [-2.564, 4.277, -0.603], [-0.707, 0.745, 4.469], [-0.237, -2.860, -6.011], [-0.657, -1.439, -5.560], [2.566, -4.601, -0.428], [-2.193, 6.190, 0.040], [-3.913, 5.918, 0.034], [1.410, 1.587, 6.378], [-2.976, 6.039, -1.515], [-0.413, 0.731, 3.420], [-0.517, 1.725, 6.260], [-1.105, -3.228, -6.558], [-1.453, -1.439, -4.815], [1.021, -5.587, 1.887], [3.286, -5.791, 0.664], [0.061, -3.577, -5.245], [-2.412, 3.796, 0.363], [1.782, -6.191, -0.177], [-0.517, 2.842, 4.968], [-0.609, 4.288, -0.562], [-0.556, -0.241, 4.909], [1.040, -3.211, 0.436], [-1.790, 0.819, 4.560], [-3.329, 3.699, -1.122], [0.595, -2.846, -6.715], [0.439, -1.192, -4.060], [2.147, -4.327, 2.142], [-1.069, -0.878, -6.398]]}

=====

6.
{"formula": "C8H6Cl2HoN2O3Ti", "method": "ωB97M-V/def2-TZVPD", "homo_ha": [-0.842, -0.842], "max_force_ha_per_bohr": 0.261, "charge": 4, "energy_ha": -3359.9215, "s2": 8.761, "gap_ev": [6.294, 6.390], "spin_multiplicity": 6, "symbols": ["Ho", "Ti", "Cl", "Cl", "O", "O", "O", "N", "N", "C", "C", "C", "C", "C", "C", "C", "C", "H", "H", "H", "H", "H", "H"], "positions_angstrom": [[-0.530, -1.090, -4.195], [0.800, 1.297, 0.039], [-0.014, 2.941, -1.203], [0.629, -2.783, -2.882], [3.150, 2.311, 1.752], [1.387, 1.735, -4.972], [1.891, -1.365, -6.621], [-0.660, 0.723, 1.253], [0.934, -0.804, 0.674], [2.237, 1.901, 1.109], [-1.658, -0.751, 3.356], [-1.829, 1.123, 1.857], [-2.337, 0.378, 2.901], [-0.118, -0.466, 1.600], [-0.526, -1.202, 2.668], [1.015, -1.382, -5.857], [0.675, 0.868, -4.667], [0.058, -2.081, 2.945], [-3.272, 0.693, 3.363], [-2.005, -1.291, 4.232], [1.773, -1.143, 1.152], [-2.303, 1.999, 1.427], [0.702, -1.612, 0.067]]}